{"formula": "C25H22Cl3IrN4O3S", "method": "ωB97M-V with the def2-TZVPD basis set", "homo_ha": [-0.3871, -0.3844], "multiplicity": 2, "lumo_ev": [-3.06, -5.01], "de_lowest_ev": 2.318, "homo_lumo_gap_ev": [7.475, 5.450], "charge": 1, "e_tot_ha": -3293.5111, "species": ["Ir", "O", "C", "C", "C", "C", "C", "C", "C", "N", "C", "C", "N", "C", "C", "C", "C", "C", "C", "C", "O", "H", "H", "H", "H", "H", "H", "H", "H", "H", "H", "H", "H", "H", "H", "Cl", "C", "C", "C", "Cl", "C", "O", "C", "Cl", "C", "H", "H", "S", "C", "N", "C", "C", "N", "H", "H", "H", "H", "H", "H"], "xyz": [[0.8080, -0.3894, 0.1290], [1.4177, 1.5937, 0.2278], [1.5854, 2.1177, 1.4389], [1.1923, 3.4380, 1.6896], [1.3830, 4.0034, 2.9332], [1.9977, 3.2991, 3.9715], [2.4380, 2.0210, 3.7304], [2.2217, 1.4169, 2.4841], [2.8157, 0.1561, 2.1817], [2.4729, -0.6279, 1.2196], [3.4273, -1.6293, 0.7246], [3.4132, -1.4473, -0.7878], [1.9939, -1.5598, -1.0953], [1.5559, -2.5379, -1.8052], [0.2142, -3.0357, -1.7452], [-0.3052, -3.8525, -2.7636], [-1.4994, -4.5055, -2.5900], [-2.1604, -4.3992, -1.3588], [-1.6539, -3.6346, -0.3312], [-0.4674, -2.9126, -0.5158], [0.0136, -2.1907, 0.4871], [0.7280, 4.0118, 0.8983], [1.0513, 5.0197, 3.1043], [2.1404, 3.7609, 4.9375], [2.9500, 1.4607, 4.5037], [3.7007, -0.1352, 2.7448], [3.0886, -2.6320, 0.9888], [4.4122, -1.4456, 1.1504], [3.9933, -2.2162, -1.2975], [3.7757, -0.4565, -1.0657], [2.2810, -3.0839, -2.4081], [0.2501, -3.9572, -3.6882], [-1.9121, -5.1173, -3.3791], [-3.0882, -4.9363, -1.2067], [-2.1548, -3.5630, 0.6254], [-5.8596, -1.3658, 2.2364], [-4.2036, -0.8971, 2.0632], [-3.6861, -0.6873, 0.7945], [-2.3611, -0.3235, 0.7026], [-1.6090, -0.0635, -0.8553], [-1.5172, -0.1578, 1.7988], [-0.2597, 0.2418, 1.6719], [-2.0843, -0.3840, 3.0565], [-1.0900, -0.1998, 4.4531], [-3.4127, -0.7475, 3.1921], [-4.2978, -0.8145, -0.0871], [-3.8264, -0.9187, 4.1755], [0.9833, 0.5003, -2.6660], [-0.0165, 1.8630, -2.9183], [-0.7220, 2.0792, -4.0310], [-1.4713, 3.3341, -3.9755], [-1.2558, 3.7685, -2.5093], [-0.2211, 2.8425, -2.0558], [-0.6704, 1.4713, -4.8288], [-2.5212, 3.1667, -4.2068], [-1.0677, 4.0606, -4.6805], [-2.1603, 3.6629, -1.9086], [-0.9091, 4.7979, -2.4418], [0.1595, 2.7375, -1.1119]], "lowdin_charge": [1.46, -0.28, -0.34, 0.00, -0.05, -0.07, -0.02, -0.16, -0.02, -0.09, -0.14, -0.16, -0.23, -0.09, -0.17, -0.02, -0.07, -0.04, 0.00, -0.37, -0.23, 0.11, 0.11, 0.11, 0.12, 0.15, 0.14, 0.13, 0.13, 0.13, 0.16, 0.12, 0.11, 0.12, 0.13, 0.70, -0.66, -0.12, -0.51, 0.84, -0.44, -0.26, -0.57, 0.75, -0.11, 0.12, 0.11, 0.70, -0.84, 0.03, -0.11, -0.11, 0.04, 0.14, 0.12, 0.12, 0.12, 0.12, 0.11]}